1.
{
  "formula": "C28H25N7PPtSe2",
  "method": "ωB97M-V with the def2-TZVPD basis set",
  "de_lowest_kj_mol": 0.00,
  "homo_ev": -16.135,
  "total_charge": 3,
  "symbols": ["Pt", "Se", "P", "Se", "C", "C", "C", "C", "C", "C", "C", "C", "C", "C", "C", "C", "H", "H", "H", "H", "H", "H", "H", "H", "H", "H", "N", "C", "C", "N", "C", "C", "N", "C", "C", "N", "H", "H", "H", "H", "H", "H", "N", "C", "C", "C", "C", "C", "N", "C", "C", "C", "C", "C", "N", "H", "H", "H", "H", "H", "H", "H", "H", "H"],
  "positions_angstrom": [[-0.844, 0.835, 0.826], [-1.594, -1.502, 0.862], [2.370, -2.771, 0.689], [0.529, -1.090, 1.652], [1.237, -4.099, 0.395], [1.247, -5.082, 1.401], [0.422, -6.190, 1.305], [-0.442, -6.308, 0.226], [-0.489, -5.322, -0.763], [0.344, -4.227, -0.685], [2.919, -2.156, -0.897], [3.567, -0.911, -0.908], [4.218, -0.474, -2.045], [4.267, -1.290, -3.173], [3.661, -2.539, -3.163], [2.983, -2.975, -2.033], [1.922, -4.984, 2.243], [0.453, -6.957, 2.066], [-1.089, -7.172, 0.148], [-1.174, -5.426, -1.594], [0.305, -3.472, -1.460], [3.580, -0.299, -0.012], [4.725, 0.482, -2.048], [4.808, -0.963, -4.051], [3.737, -3.188, -4.025], [2.555, -3.967, -2.022], [0.941, 4.049, 2.783], [1.598, 4.365, 1.619], [1.197, 3.453, 0.690], [0.304, 2.596, 1.281], [0.172, 2.976, 2.545], [-0.693, 2.169, 3.377], [-1.263, 1.114, 2.802], [-1.996, 0.455, 3.762], [-1.870, 1.144, 4.927], [-1.047, 2.215, 4.666], [1.041, 4.549, 3.654], [2.280, 5.194, 1.554], [1.491, 3.365, -0.341], [-2.536, -0.452, 3.555], [-2.283, 0.964, 5.904], [-0.768, 2.905, 5.349], [-1.277, 2.958, -1.398], [-2.480, 2.847, -0.696], [-3.557, 3.674, -0.998], [-4.732, 3.523, -0.294], [-4.821, 2.534, 0.685], [-3.718, 1.762, 0.938], [-2.552, 1.936, 0.276], [-0.613, 1.856, -1.942], [-0.184, 1.910, -3.264], [0.468, 0.828, -3.813], [0.668, -0.305, -3.031], [0.236, -0.293, -1.732], [-0.374, 0.778, -1.174], [-1.270, 3.753, -2.023], [-3.470, 4.405, -1.791], [-5.584, 4.151, -0.519], [-5.735, 2.366, 1.237], [-3.734, 0.981, 1.684], [-0.395, 2.791, -3.855], [0.798, 0.858, -4.843], [1.165, -1.183, -3.418], [0.377, -1.145, -1.088]],
  "mulliken_charge": [1.187, -0.268, 0.003, -0.081, 0.541, -0.645, -0.696, -0.508, -0.755, 0.418, 0.902, -0.490, -0.732, -0.473, -0.857, -0.367, 0.395, 0.452, 0.436, 0.463, 0.238, 0.426, 0.472, 0.468, 0.440, 0.603, -0.076, -0.767, -0.450, -0.111, 0.096, 0.573, 0.278, -0.417, -0.803, -0.047, 0.189, 0.421, 0.518, 0.561, 0.429, 0.199, 0.121, 0.763, -0.905, -0.496, -0.938, -0.031, -0.108, 0.408, -0.823, -1.110, -0.430, 0.828, 0.418, 0.379, 0.400, 0.472, 0.467, 0.418, 0.440, 0.486, 0.692, -0.616]
}

---

2.
{
  "formula": "C28H26AuClFN5O5S",
  "method": "ωB97M-V with the def2-TZVPD basis set",
  "de_lowest_kj_mol": 260.09,
  "homo_ev": -5.972,
  "symbols": ["Au", "F", "C", "C", "C", "C", "O", "C", "C", "N", "C", "C", "C", "C", "C", "C", "N", "C", "C", "N", "C", "C", "C", "O", "O", "H", "H", "H", "H", "H", "H", "H", "H", "H", "H", "H", "H", "H", "H", "H", "H", "H", "H", "S", "C", "N", "C", "C", "C", "N", "H", "H", "H", "H", "Cl", "C", "C", "C", "C", "C", "C", "C", "O", "O", "H", "H", "H", "H"],
  "positions_angstrom": [[-0.269, -0.085, -0.425], [-4.057, -4.439, -1.970], [-2.722, -4.456, -2.215], [-2.044, -3.271, -2.251], [-0.681, -3.255, -2.523], [0.014, -1.958, -2.600], [-0.648, -0.907, -2.548], [1.436, -2.017, -2.771], [2.014, -3.214, -2.992], [1.362, -4.426, -2.966], [2.097, -5.640, -3.195], [2.265, -6.614, -2.060], [3.432, -5.804, -2.543], [0.003, -4.460, -2.733], [-0.713, -5.663, -2.686], [-2.073, -5.675, -2.434], [-2.731, -6.944, -2.384], [-4.030, -7.071, -1.732], [-4.326, -8.579, -1.589], [-3.017, -9.298, -1.740], [-2.562, -9.222, -3.171], [-2.704, -7.750, -3.598], [2.300, -0.753, -2.669], [3.082, -0.549, -3.613], [2.099, -0.106, -1.622], [-2.554, -2.333, -2.071], [3.075, -3.270, -3.191], [1.982, -6.055, -4.191], [2.234, -7.672, -2.286], [1.833, -6.330, -1.110], [4.208, -6.294, -3.113], [3.776, -5.008, -1.898], [-0.192, -6.603, -2.806], [-4.845, -6.606, -2.292], [-3.982, -6.601, -0.752], [-4.980, -8.955, -2.373], [-4.753, -8.828, -0.621], [-3.042, -10.252, -1.389], [-2.331, -8.747, -1.212], [-3.184, -9.895, -3.758], [-1.530, -9.568, -3.195], [-3.618, -7.606, -4.188], [-1.861, -7.466, -4.221], [-1.221, 2.348, -1.029], [0.171, 2.802, -1.846], [0.674, 1.971, -2.822], [1.778, 2.234, -3.533], [2.435, 3.406, -3.323], [1.916, 4.220, -2.304], [0.843, 3.957, -1.600], [0.255, 1.042, -2.847], [2.095, 1.477, -4.234], [3.327, 3.660, -3.871], [2.431, 5.140, -2.041], [-0.434, -1.105, 8.316], [-0.386, -0.984, 6.570], [-0.471, -2.139, 5.812], [-0.454, -2.031, 4.429], [-0.338, -0.792, 3.812], [-0.238, 0.350, 4.596], [-0.266, 0.263, 5.980], [-0.324, -0.704, 2.303], [-0.683, -1.707, 1.657], [0.050, 0.393, 1.805], [-0.552, -3.101, 6.300], [-0.533, -2.910, 3.803], [-0.134, 1.306, 4.100], [-0.192, 1.147, 6.598]],
  "mulliken_charge": [0.658, -0.359, 0.282, -0.259, 0.715, 0.657, -0.949, 0.387, -0.481, 0.214, -0.193, -0.510, -0.999, -0.267, -0.584, -1.376, 0.303, -0.743, -0.661, -0.151, -0.747, -0.625, 0.101, -0.750, -0.612, 0.642, 0.680, 0.364, 0.296, 0.278, 0.260, 0.366, 0.744, 0.465, 0.503, 0.326, 0.366, 0.306, 0.377, 0.369, 0.422, 0.314, 0.499, -0.470, 0.395, 0.078, 0.136, -0.799, 0.076, -0.571, -0.012, 0.492, 0.388, 0.395, -0.241, 0.439, -0.594, -0.220, -0.020, -0.256, -0.622, 0.760, -0.732, -0.834, 0.385, 0.382, 0.413, 0.400]
}

---

3.
{
  "formula": "C28H26F3I2LuN4O3S",
  "method": "ωB97M-V with the def2-TZVPD basis set",
  "de_lowest_kj_mol": 0.00,
  "homo_ev": -6.651,
  "symbols": ["Lu", "C", "C", "O", "C", "C", "C", "C", "C", "C", "O", "H", "H", "H", "H", "H", "H", "H", "I", "C", "C", "C", "I", "C", "C", "C", "C", "N", "C", "C", "O", "H", "H", "H", "H", "F", "C", "F", "F", "N", "C", "C", "C", "C", "C", "C", "H", "H", "H", "H", "H", "H", "H", "S", "C", "N", "C", "C", "C", "N", "H", "H", "H", "H", "H", "H", "H", "H"],
  "positions_angstrom": [[-5.653, -17.642, 1.573], [-4.491, -19.412, 5.554], [-4.303, -18.586, 4.335], [-5.289, -18.532, 3.486], [-3.045, -17.897, 4.109], [-1.975, -18.005, 5.008], [-0.798, -17.332, 4.840], [-0.598, -16.482, 3.770], [-1.578, -16.428, 2.789], [-2.802, -17.121, 2.898], [-3.699, -16.969, 1.940], [-5.346, -20.099, 5.420], [-4.801, -18.699, 6.372], [-3.566, -19.878, 5.904], [-2.010, -18.724, 5.837], [0.033, -17.426, 5.564], [0.324, -15.951, 3.652], [-1.482, -15.832, 1.907], [-6.947, -15.710, -3.425], [-5.732, -17.265, -2.815], [-5.264, -18.034, -3.850], [-4.330, -19.067, -3.635], [-3.761, -19.984, -5.436], [-3.902, -19.369, -2.300], [-2.927, -20.361, -1.988], [-2.711, -20.671, -0.646], [-3.453, -20.016, 0.334], [-4.375, -19.104, 0.062], [-4.603, -18.746, -1.236], [-5.501, -17.668, -1.485], [-6.139, -17.103, -0.496], [-5.547, -17.908, -4.897], [-2.374, -20.879, -2.777], [-1.981, -21.432, -0.389], [-3.196, -20.174, 1.366], [-9.080, -17.538, 3.634], [-9.346, -17.189, 2.314], [-10.016, -18.248, 1.837], [-8.009, -17.253, 1.651], [-6.884, -19.754, 1.818], [-7.336, -20.622, 0.750], [-8.228, -20.107, -0.245], [-8.556, -20.951, -1.279], [-8.066, -22.275, -1.401], [-7.186, -22.745, -0.422], [-6.860, -21.912, 0.663], [-7.677, -19.376, 2.383], [-6.319, -20.283, 2.476], [-8.636, -19.106, -0.213], [-9.226, -20.547, -2.034], [-8.269, -22.863, -2.302], [-6.715, -23.749, -0.486], [-6.234, -22.259, 1.480], [-6.372, -15.118, 3.075], [-7.480, -14.155, 2.207], [-8.798, -14.121, 2.455], [-9.656, -13.007, 2.064], [-9.410, -12.629, 0.644], [-7.884, -12.371, 0.536], [-7.077, -13.427, 1.154], [-9.081, -14.758, 3.174], [-9.507, -12.127, 2.720], [-10.690, -13.321, 2.232], [-9.900, -11.645, 0.465], [-9.752, -13.398, -0.088], [-7.711, -11.426, 1.059], [-7.560, -12.217, -0.502], [-6.085, -13.437, 0.991]],
  "mulliken_charge": [1.838, -1.597, 0.931, -0.307, 0.993, -0.774, -0.785, -0.553, -0.679, 0.233, -0.506, 0.345, 0.338, 0.432, 0.132, 0.327, 0.435, 0.464, 0.042, -0.915, -0.424, -0.545, 0.079, 0.636, -0.567, -1.128, -0.293, 0.005, 0.389, 0.997, -0.489, 0.298, 0.293, 0.412, 0.525, -0.225, -0.931, -0.134, 0.300, -0.152, 0.335, -0.277, -0.529, -0.653, -0.496, -0.466, 0.329, 0.184, 0.401, 0.384, 0.357, 0.350, 0.377, -0.497, 0.198, 0.033, -0.760, -0.392, -0.705, -0.069, 0.253, 0.300, 0.397, 0.290, 0.301, 0.324, 0.359, 0.228]
}